[1]
A molecular structure, C25H48AlOP2 at a distorted geometry. Source: the OMol25 dataset; level of theory: wB97M-V/def2-TZVPD.

The geometry in XYZ format:
```
77
Properties=species:S:1:pos:R:3
Al 0.55 -1.21 -1.35
C -2.77 1.98 -0.25
C -3.41 1.14 -1.19
C -2.71 -0.16 0.55
C -2.37 1.18 0.86
C -3.37 -0.19 -0.70
C -2.62 3.45 -0.35
H -2.55 3.78 -1.40
H -1.72 3.79 0.17
H -3.47 3.97 0.11
C -1.81 1.68 2.13
H -1.24 2.61 1.98
H -1.13 0.93 2.55
H -2.59 1.89 2.87
C -2.54 -1.34 1.41
H -3.52 -1.67 1.81
H -1.89 -1.15 2.27
H -2.11 -2.19 0.87
C -3.93 -1.41 -1.33
H -4.78 -1.18 -1.98
H -4.27 -2.09 -0.55
H -3.18 -1.94 -1.92
C -4.12 1.60 -2.41
H -5.05 2.14 -2.14
H -4.40 0.76 -3.05
H -3.51 2.30 -3.00
C 1.90 0.17 -1.84
C 0.67 0.88 -1.83
C -0.11 1.18 -3.07
C -0.97 0.00 -3.59
C -0.63 -1.33 -2.93
C 0.63 -1.95 -3.26
C 1.72 -1.21 -4.01
C 2.55 -0.21 -3.16
H 0.54 1.50 -3.90
H -0.86 -0.06 -4.69
H -0.79 2.02 -2.87
H 2.79 0.68 -3.79
H 2.61 0.36 -1.01
H 0.46 1.58 -1.00
H 3.51 -0.68 -2.92
H 2.43 -1.97 -4.39
H 0.62 -3.02 -3.51
H 1.31 -0.70 -4.90
H -2.03 0.21 -3.36
H -1.50 -1.94 -2.71
P 2.26 3.01 0.30
C 1.64 3.46 1.96
H 2.47 3.88 2.55
H 1.24 2.56 2.45
H 0.84 4.20 1.84
C 3.82 2.16 0.78
H 4.44 2.89 1.31
H 4.35 1.81 -0.12
H 3.62 1.30 1.42
C 2.88 4.59 -0.34
H 3.06 4.47 -1.42
H 3.81 4.86 0.18
H 2.10 5.35 -0.19
P 1.32 -3.58 -0.64
C 0.05 -4.81 -1.07
H 0.51 -5.59 -1.69
H -0.76 -4.32 -1.64
H -0.37 -5.24 -0.15
C 2.74 -4.10 -1.63
H 2.51 -3.99 -2.70
H 2.97 -5.15 -1.39
H 3.60 -3.46 -1.39
C 1.71 -3.99 1.09
H 1.94 -5.06 1.15
H 0.86 -3.77 1.74
H 2.57 -3.42 1.45
C 0.92 -0.70 1.43
O 0.08 -1.09 0.35
H 1.51 -1.56 1.80
H 0.29 -0.33 2.26
H 1.63 0.10 1.11
```

As for the multiplicity: 1. As for the LUMO energy (spin up / spin down): -4.44 / -3.74 eV. As for the total charge: +1. The calculation puts the total energy at -53917.868 eV. For the largest force on an atom, the calculation gives 5.01 eV/A. The calculation puts the gap between HOMO and LUMO (spin up / spin down) at 4.863 / 5.450 eV.

Here is what Mulliken gives for the atomic charges, in e: -2.097, 0.288, 1.126, 0.689, 0.648, 0.360, -1.640, 0.383, 0.236, 0.351, -1.219, 0.094, 0.315, 0.300, -1.469, 0.425, 0.410, 0.136, -1.389, 0.428, 0.418, 0.039, -1.689, 0.372, 0.393, 0.364, 0.999, 0.538, -1.084, -1.286, 0.246, -0.489, -1.122, -1.416, 0.472, 0.571, 0.528, 0.430, 0.315, -0.032, 0.427, 0.508, 1.019, 0.302, -0.218, 0.582, 0.968, -1.254, 0.480, 0.228, 0.358, -1.392, 0.508, 0.324, 0.333, -1.305, 0.340, 0.398, 0.383, 1.545, -1.446, 0.433, 0.275, 0.481, -1.499, 0.378, 0.475, 0.327, -1.494, 0.443, 0.348, 0.411, -0.459, 0.758, 0.100, 0.224, -0.234

[2]
A molecular structure, C25H48Cl12F3GaNO2 at a distorted geometry. Source: the OMol25 dataset; level of theory: wB97M-V/def2-TZVPD.

The geometry in XYZ format:
```
92
Properties=species:S:1:pos:R:3
C -1.66 -3.70 2.06
C -1.14 -4.80 1.16
C 0.36 -4.88 1.09
C 0.87 -4.91 -0.34
C 1.79 -3.77 -0.70
C 1.41 -2.47 -0.08
C 1.94 -1.28 -0.78
Ga 1.13 0.33 0.16
C 1.70 0.20 2.11
C 0.62 -0.20 2.95
N 0.79 -0.98 3.89
C -0.91 0.09 0.17
O -1.43 0.17 -1.19
C -2.54 -0.49 -1.35
C -3.77 0.09 -0.81
O -2.56 -1.47 -1.92
C 1.77 2.07 -0.79
F 2.73 2.67 -0.16
F 2.25 1.85 -1.97
F 0.94 3.07 -1.03
H -0.90 -3.32 2.67
H -2.00 -2.91 1.45
H -2.49 -4.00 2.62
H -1.58 -4.66 0.21
H -1.51 -5.73 1.53
H 0.83 -4.14 1.68
H 0.63 -5.80 1.52
H 0.09 -4.93 -1.04
H 1.42 -5.80 -0.47
H 2.78 -4.04 -0.44
H 1.82 -3.62 -1.73
H 0.36 -2.39 -0.03
H 1.76 -2.46 0.92
H 1.70 -1.30 -1.81
H 2.98 -1.17 -0.66
H 2.44 -0.54 2.25
H 2.08 1.12 2.49
H -0.36 0.17 2.76
H -0.11 -1.15 4.35
H -1.17 -0.82 0.64
H -1.33 0.84 0.78
H -3.87 -0.09 0.23
H -3.78 1.13 -1.01
H -4.57 -0.33 -1.34
Cl 1.76 -4.03 -4.24
C 3.10 -2.91 -4.58
C 4.45 -3.57 -4.46
Cl 4.85 -4.01 -2.79
H 3.01 -2.06 -3.91
H 2.96 -2.56 -5.61
H 5.22 -2.89 -4.81
H 4.49 -4.48 -5.06
Cl -5.00 -1.51 2.09
C -6.31 -0.57 2.86
C -5.86 0.73 3.46
Cl -4.81 0.48 4.88
H -6.76 -1.21 3.62
H -7.05 -0.38 2.09
H -6.73 1.28 3.81
H -5.32 1.36 2.77
Cl -4.63 3.56 2.43
C -3.37 4.79 2.11
C -2.00 4.19 2.08
Cl -1.50 3.59 3.68
H -3.46 5.56 2.88
H -3.59 5.25 1.15
H -1.28 4.93 1.77
H -1.96 3.36 1.39
Cl 1.68 7.00 -5.39
C 2.42 6.38 -3.87
C 1.55 5.37 -3.18
Cl 0.06 6.10 -2.53
H 2.61 7.24 -3.23
H 3.37 5.93 -4.14
H 2.09 4.94 -2.34
H 1.26 4.56 -3.84
Cl 2.90 -6.66 3.65
C 2.73 -8.40 3.33
C 1.49 -8.70 2.54
Cl 0.00 -8.42 3.48
H 2.74 -8.92 4.28
H 3.61 -8.71 2.76
H 1.49 -9.75 2.25
H 1.43 -8.10 1.64
Cl 1.70 9.34 -1.40
C 0.71 10.55 -2.24
C 1.26 10.88 -3.61
Cl 2.81 11.76 -3.52
H 0.66 11.43 -1.61
H -0.28 10.13 -2.34
H 0.56 11.52 -4.13
H 1.41 9.98 -4.20
```

As for the multiplicity: 1. As for the LUMO energy: 1.98 eV. As for the total charge: -1. The calculation puts the total energy at -243086.978 eV. For the largest force on an atom, the calculation gives 8.78 eV/A. The calculation puts the gap between HOMO and LUMO at 6.949 eV.

Here is what Mulliken gives for the atomic charges, in e: -0.777, -0.888, 0.205, -1.323, 0.845, -0.702, -0.938, -0.554, -1.003, -0.116, -0.826, -0.571, -0.321, 0.641, -0.786, -0.526, 0.673, -0.330, -0.296, -0.257, 0.274, -0.132, 0.401, 0.374, 0.546, 0.524, -0.376, 0.473, 0.410, 0.366, -0.969, 0.083, 0.338, 0.507, 0.661, 0.434, 0.673, 0.547, 0.303, -0.024, 0.742, -0.099, 0.364, 0.422, -0.209, -0.328, -0.476, -0.161, 0.189, 0.371, 0.290, 0.308, -0.072, -0.633, 0.108, -0.185, 0.383, 0.306, 0.382, -0.259, -0.184, -0.473, -0.207, -0.185, 0.360, 0.325, 0.309, 0.078, -0.228, -0.352, -0.230, -0.185, 0.180, 0.352, 0.073, 0.346, -0.154, -0.454, -0.299, -0.187, 0.323, 0.279, 0.361, 0.136, -0.164, -0.440, -0.277, -0.197, 0.366, 0.258, 0.315, 0.148

[3]
3 unconnected molecules or ions with the total composition C25H48FN4O2S at a distorted geometry. Source: the OMol25 dataset; level of theory: wB97M-V/def2-TZVPD.

The geometry in XYZ format:
```
81
Properties=species:S:1:pos:R:3
C 1.51 2.69 -0.01
C 1.54 1.66 1.10
F 0.47 0.76 0.91
C 2.80 0.78 1.19
N 3.13 0.51 2.58
C 2.39 -0.06 3.37
S 1.49 -0.75 4.41
C 4.05 1.24 0.45
C 4.98 0.02 0.59
C 3.99 -1.17 0.53
N 2.62 -0.54 0.49
H 2.18 3.51 0.22
H 1.75 2.26 -0.98
H 0.50 3.09 -0.05
H 1.38 2.16 2.05
H 3.78 1.28 -0.61
H 4.44 2.20 0.78
H 5.73 0.00 -0.19
H 5.44 0.05 1.57
H 4.12 -1.73 1.45
H 4.11 -1.85 -0.30
H 2.36 -0.34 -0.49
H 1.88 -1.15 0.84
C 0.84 -3.64 -2.07
C 0.85 -2.27 -2.81
C 0.48 -2.44 -4.29
C 1.58 -3.03 -5.17
C 2.88 -2.24 -5.01
C 3.32 -2.15 -3.55
N 2.20 -1.61 -2.69
O 2.13 -0.32 -2.70
C 3.78 -3.53 -3.05
C 4.50 -1.20 -3.41
C -0.19 -1.38 -2.13
H 1.80 -3.88 -1.62
H 0.12 -3.61 -1.25
H 0.57 -4.46 -2.73
H 0.19 -1.46 -4.69
H -0.42 -3.07 -4.33
H 1.73 -4.09 -4.94
H 1.26 -2.99 -6.21
H 3.68 -2.69 -5.59
H 2.72 -1.23 -5.39
H 4.04 -3.50 -1.99
H 4.67 -3.81 -3.61
H 3.05 -4.32 -3.21
H 4.31 -0.22 -3.84
H 5.40 -1.59 -3.88
H 4.74 -1.06 -2.35
H 0.09 -1.16 -1.10
H -1.14 -1.92 -2.12
H -0.33 -0.44 -2.66
C -3.61 0.15 1.62
C -3.37 1.67 1.83
C -2.59 1.94 3.13
C -3.41 1.81 4.41
C -4.68 2.66 4.32
C -5.53 2.31 3.09
N -4.67 2.42 1.86
O -4.54 3.63 1.47
C -6.14 0.91 3.26
C -6.69 3.28 2.95
C -2.55 2.17 0.66
H -4.66 -0.10 1.55
H -3.16 -0.17 0.68
H -3.18 -0.45 2.43
H -2.18 2.95 3.08
H -1.74 1.25 3.15
H -3.66 0.77 4.61
H -2.81 2.15 5.26
H -5.30 2.53 5.21
H -4.40 3.71 4.27
H -6.69 0.62 2.36
H -6.84 0.94 4.09
H -5.41 0.14 3.48
H -6.36 4.32 2.93
H -7.36 3.15 3.81
H -7.26 3.09 2.04
H -3.10 2.09 -0.28
H -1.65 1.55 0.58
H -2.24 3.20 0.78
```

As for the multiplicity: 3. As for the LUMO energy (spin up / spin down): -2.92 / -3.04 eV. As for the total charge: +1. The calculation puts the total energy at -50302.665 eV. For the largest force on an atom, the calculation gives 1.22 eV/A. The calculation puts the gap between HOMO and LUMO (spin up / spin down) at 6.894 / 7.893 eV.

Here is what Mulliken gives for the atomic charges, in e: -1.532, 0.315, -0.400, 0.706, -0.724, 0.548, -0.332, -0.803, -0.785, -0.087, 0.439, 0.418, 0.257, 0.380, 0.497, 0.363, 0.425, 0.507, 0.374, 0.465, -0.221, -0.418, 0.504, -1.750, 1.772, -1.394, -0.507, -1.293, 1.114, 1.237, -0.690, -1.740, -1.513, -2.206, 0.348, 0.474, 0.334, 0.429, 0.417, 0.280, 0.433, 0.437, 0.364, 0.170, 0.478, 0.441, 0.365, 0.474, 0.193, 0.436, 0.546, 0.415, -1.870, 2.151, -1.185, -0.654, -1.276, 1.590, 0.483, -0.612, -1.868, -1.809, -1.745, 0.382, 0.415, 0.345, 0.471, 0.112, 0.282, 0.429, 0.432, 0.377, 0.382, 0.435, 0.397, 0.381, 0.420, 0.438, 0.480, 0.197, 0.456

[4]
A molecular structure, C25H48N2O6RuSSi3. Source: the OMol25 dataset; level of theory: wB97M-V/def2-TZVPD.

The geometry in XYZ format:
```
86
Properties=species:S:1:pos:R:3
Ru 0.91 -0.28 0.30
C -3.41 1.66 -0.61
N -2.95 1.41 0.75
C -3.86 1.78 1.83
C -1.75 0.91 0.97
O -0.98 0.59 0.04
C -1.28 0.71 2.41
O 0.13 0.65 2.49
C 0.79 1.88 2.80
C 1.34 2.54 1.54
O 1.26 1.94 0.45
N 1.89 3.74 1.64
C 2.42 4.40 0.45
C 2.01 4.48 2.89
H -3.58 2.73 -0.74
H -4.35 1.14 -0.78
H -2.67 1.32 -1.32
H -4.87 1.77 1.43
H -3.65 2.78 2.21
H -3.83 1.05 2.64
H -1.67 -0.25 2.76
H -1.67 1.49 3.07
H 1.61 1.63 3.48
H 0.10 2.55 3.33
H 1.97 3.98 -0.44
H 3.50 4.28 0.40
H 2.19 5.46 0.52
H 1.94 3.82 3.76
H 1.24 5.25 2.96
H 2.99 4.96 2.92
C -3.59 -2.22 -0.06
O -2.23 -1.89 0.18
Si -1.06 -3.00 0.54
C -1.24 -3.38 2.36
C -1.39 -4.53 -0.49
C 0.67 -2.23 0.11
Si 0.85 -2.05 -1.84
C 1.93 -0.55 -2.26
C -0.78 -1.61 -2.64
C 1.59 -3.61 -2.53
Si 1.96 -3.30 1.12
C 1.52 -5.12 1.08
C 2.00 -2.66 2.89
C 3.72 -3.30 0.47
H -3.69 -3.17 -0.59
H -4.03 -1.44 -0.67
H -4.14 -2.29 0.88
H -2.27 -3.73 2.51
H -1.10 -2.50 2.99
H -0.59 -4.16 2.74
H -2.20 -5.09 -0.03
H -0.54 -5.20 -0.56
H -1.70 -4.28 -1.50
H 1.61 0.45 -1.92
H 1.82 -0.48 -3.35
H 2.99 -0.65 -2.03
H -1.21 -0.73 -2.16
H -1.52 -2.40 -2.61
H -0.59 -1.37 -3.69
H 2.64 -3.72 -2.27
H 1.52 -3.60 -3.62
H 1.05 -4.49 -2.17
H 0.53 -5.40 1.44
H 2.25 -5.62 1.72
H 1.64 -5.53 0.07
H 1.45 -3.31 3.56
H 1.58 -1.66 2.99
H 3.03 -2.63 3.24
H 3.80 -3.47 -0.61
H 4.19 -4.16 0.95
H 4.30 -2.43 0.74
O 9.50 -0.21 -1.13
C 8.93 0.54 -0.18
O 9.54 1.37 0.43
C 7.46 0.33 0.10
C 7.00 0.75 1.35
C 5.68 0.61 1.68
C 4.75 0.07 0.75
S 3.15 0.01 1.31
C 5.23 -0.35 -0.51
C 6.56 -0.22 -0.82
H 8.92 -0.90 -1.46
H 7.71 1.19 2.04
H 5.32 0.92 2.66
H 4.55 -0.79 -1.23
H 6.89 -0.53 -1.81
```

The calculation puts the energy above the lowest of the compared OMol25 structures with the same formula, charge and spin at 0.1 kcal/mol. As for the multiplicity: 5. As for the LUMO energy (spin up / spin down): -6.21 / -8.42 eV. As for the total charge: +2. The calculation puts the total energy at -79007.403 eV. For the largest force on an atom, the calculation gives 0.53 eV/A. The calculation puts the gap between HOMO and LUMO (spin up / spin down) at 7.926 / 6.312 eV.

Here is what Mulliken gives for the atomic charges, in e: 2.148, -1.031, 0.368, -1.098, 1.005, -1.056, -1.917, -0.295, -1.490, 0.805, -0.749, 0.164, -1.032, -1.099, 0.401, 0.395, 0.213, 0.348, 0.319, 0.447, 0.476, 0.626, 0.568, 0.738, 0.318, 0.310, 0.409, 0.445, 0.324, 0.393, -1.060, -0.273, -0.385, -1.126, -1.232, 1.078, 0.372, -0.729, -0.712, -1.063, 0.077, -1.257, -1.001, -0.811, 0.422, 0.164, 0.302, 0.488, 0.173, 0.396, 0.450, 0.371, 0.365, 0.423, 0.499, -0.139, -0.081, 0.261, 0.492, 0.346, 0.458, 0.298, 0.423, 0.447, 0.375, 0.490, 0.114, 0.422, 0.103, 0.437, 0.261, -0.442, 0.549, -0.481, 0.961, -0.999, -1.035, 0.800, 0.154, -0.436, -1.312, 0.297, 0.492, 0.571, 0.432, 0.355